[1]
Formula: C13H9F6N3S
Source: the OMol25 dataset
Level of theory: wB97M-V/def2-TZVPD

## Properties
energy = -45236.5674 eV
net charge = 0
SMILES = CNc1nc(Sc2cccc(C(F)(F)F)c2)cc(C(F)(F)F)n1
gap between HOMO and LUMO = 8.7 eV
largest force on an atom = 5.44 eV/A
energy above the lowest of the compared OMol25 structures with the same formula, charge and spin = 39.82 kcal per mole
lowest unoccupied orbital energy = -0.3 eV

Cartesian coordinates (Å):
C -0.2756 3.3594 -3.0002
N -0.8070 2.0768 -2.3611
C -0.0170 0.9500 -2.0414
N -0.7607 -0.1439 -1.7568
C 0.0031 -1.2282 -1.4529
S -0.9089 -2.5462 -0.7335
C -1.3708 -1.6626 0.7709
C -2.6883 -1.3476 1.1150
C -3.0498 -0.6945 2.2594
C -2.0222 -0.5121 3.2100
C -0.7195 -0.9117 3.0805
C 0.2435 -0.6073 4.1135
F -0.2959 -0.3751 5.2935
F 0.7571 0.5856 3.6446
F 1.3881 -1.4445 4.0146
C -0.3997 -1.6368 1.8456
C 1.3418 -1.2024 -1.4656
C 2.0001 -0.0333 -1.8189
C 3.5135 -0.1644 -1.8845
F 3.9680 -1.3808 -1.5942
F 3.9551 0.1373 -3.0853
F 4.1427 0.6769 -1.0761
N 1.3094 1.0561 -2.1691
H 0.7759 3.3065 -3.3728
H -0.9519 3.7132 -3.8068
H -0.1283 4.1099 -2.2651
H -1.7072 1.7602 -2.4838
H -3.4183 -1.3569 0.2408
H -4.0539 -0.2386 2.4852
H -2.2473 0.1369 4.0348
H 0.6516 -2.1234 1.7266
H 1.7725 -2.2585 -1.4669

=====

[2]
Formula: C2H10NO2
Source: the OMol25 dataset
Level of theory: wB97M-V/def2-TZVPD

## Properties
energy = -7814.2023 eV
net charge = +1
gap between HOMO and LUMO = 12.0 eV
largest force on an atom = 1.21 eV/A
energy above the lowest of the compared OMol25 structures with the same formula, charge and spin = 18.63 kcal per mole
lowest unoccupied orbital energy = -3.3 eV

Cartesian coordinates (Å):
C 0.5400 -1.6700 -0.6133
C 1.8358 -1.6575 -0.4142
N -0.1853 -0.4219 -0.9588
H -0.0588 -2.5336 -0.3784
H 2.2756 -2.6204 -0.2025
H 2.4611 -0.7838 -0.4907
H -0.1518 -0.2577 -1.9688
H -1.1710 -0.5930 -0.7539
H 0.0899 0.4140 -0.4352
H -0.9147 -0.3314 2.8947
H -1.0488 1.1328 2.4797
O -0.5580 0.3253 2.2886
H -1.7883 2.8587 -0.8562
H -0.2767 3.1055 -0.6814
O -0.9523 2.4206 -0.6717

=====

[3]
Formula: C6H12O3S4
Source: the OMol25 dataset
Level of theory: wB97M-V/def2-TZVPD

## Properties
energy = -55897.4744 eV
net charge = 0
gap between HOMO and LUMO = 8.0 eV
largest force on an atom = 3.21 eV/A
energy above the lowest of the compared OMol25 structures with the same formula, charge and spin = 14.81 kcal per mole
lowest unoccupied orbital energy = -0.5 eV

Cartesian coordinates (Å):
O -0.8795 -3.4940 0.9941
O -2.7331 -4.7318 2.1105
O -3.0494 -3.4395 0.0154
S 2.1704 0.4921 -2.2483
S -3.0449 -1.8440 2.3026
S -0.5106 -0.7097 -0.7337
C 2.0618 -1.1649 -1.4068
C 0.5128 0.8513 -2.7129
C -2.6764 -0.4550 1.1462
C 1.2006 -1.0176 -0.1308
C -0.3019 0.9362 -1.4294
C -1.1480 -0.2085 0.9845
S -2.3275 -3.5705 1.2794
H 3.1566 -1.3883 -1.2930
H 1.6274 -1.9047 -2.0588
H 0.0606 0.0931 -3.3121
H 0.5134 1.7489 -3.3463
H -3.0792 0.3011 1.7953
H -3.3051 -0.4476 0.2357
H 1.2876 -1.9414 0.4292
H 1.5466 -0.1774 0.4959
H 0.2919 1.6654 -0.7568
H -1.2625 1.4190 -1.5984
H -0.5136 -0.7745 1.6416
H -0.9981 0.9055 1.3102

=====

[4]
Formula: C38H56N9O6ReSSi
Source: the OMol25 dataset
Level of theory: wB97M-V/def2-TZVPD

## Properties
energy = -86848.2969 eV
net charge = +1
gap between HOMO and LUMO (spin up / spin down) = 7.0 / 7.4 eV
largest force on an atom = 0.87 eV/A
2S+1 = 4
energy above the lowest of the compared OMol25 structures with the same formula, charge and spin = 0.00 kcal per mole
lowest unoccupied orbital energy (spin up / spin down) = -3.2 / -3.0 eV

Cartesian coordinates (Å):
Re -0.0818 -0.6094 0.5889
N 1.0178 -0.8395 -2.4937
N 2.0177 0.1291 -2.6200
C 2.3247 0.9748 -1.6356
N 3.2211 1.9103 -1.9138
N 1.6651 0.8347 -0.4668
N 1.9587 1.6762 0.5674
O 1.1273 1.6215 1.4699
O 2.9614 2.3935 0.6293
H 0.6770 -1.0656 -3.4155
H 1.4107 -1.6630 -2.0546
H 2.5729 0.1603 -3.4554
H 3.6942 1.9241 -2.8055
H 3.5750 2.4486 -1.1504
C 1.4977 -2.0457 4.6077
C 0.2656 -2.6469 3.9799
C -0.4906 -3.6099 4.6380
C -1.6449 -4.0733 4.0248
C -2.0063 -3.6150 2.7672
C -1.1625 -2.6992 2.1435
N -0.0855 -2.2126 2.7673
N -1.3288 -2.1676 0.8589
Si -2.2822 -3.0099 -0.3779
C -1.8508 -2.2441 -2.0263
C -4.1059 -2.8145 -0.0433
C -1.8005 -4.7994 -0.4048
H 1.2592 -1.6036 5.5775
H 1.9212 -1.2782 3.9584
H 2.2488 -2.8206 4.7852
H -0.1836 -3.9699 5.6141
H -2.2734 -4.8002 4.5300
H -2.9270 -3.9479 2.2954
H -2.7549 -2.0716 -2.6242
H -1.1860 -2.9069 -2.5980
H -1.3463 -1.2828 -1.8992
H -4.3008 -2.5454 1.0007
H -4.6369 -3.7511 -0.2623
H -4.5372 -2.0313 -0.6814
H -0.8303 -4.9277 -0.9023
H -2.5494 -5.3822 -0.9594
H -1.7190 -5.2247 0.6005
C 4.6629 2.8580 -5.5927
C 4.9775 1.9751 -4.4099
C 5.8342 2.4258 -3.4023
C 6.1731 1.6116 -2.3345
C 5.6321 0.3337 -2.2601
C 4.7852 -0.1479 -3.2503
C 4.4553 0.6819 -4.3144
S 6.0919 -0.7276 -0.9395
O 5.8863 -2.0859 -1.3522
O 7.3617 -0.2853 -0.4444
N 4.8899 -0.4012 0.1705
C 4.7284 -1.4479 1.2417
C 3.6405 -2.4332 0.8462
C 2.2912 -1.7951 0.7659
O 1.9592 -0.8206 1.5025
O 1.4214 -2.2128 -0.0636
H 5.5837 3.2041 -6.0656
H 4.1048 3.7460 -5.2873
H 4.0769 2.3268 -6.3414
H 6.2616 3.4221 -3.4719
H 6.8633 1.9542 -1.5670
H 4.4131 -1.1672 -3.1901
H 3.8163 0.3078 -5.1094
H 5.1014 0.5108 0.5822
H 4.4470 -0.9286 2.1513
H 5.6544 -1.9855 1.4359
H 3.5784 -3.2493 1.5741
H 3.8732 -2.8751 -0.1172
C -5.8979 -0.3826 3.0126
C -4.4077 -0.1387 3.0090
C -3.6846 -0.1176 4.2010
C -2.3230 0.1443 4.2177
C -1.5334 0.1130 5.5054
C -1.6888 0.4037 3.0063
C -2.3813 0.3567 1.8001
C -3.7456 0.0892 1.8096
N -1.6109 0.5666 0.5921
C -2.0528 1.6652 -0.3652
C -0.8765 2.1011 -1.2422
C -1.2845 3.1901 -2.2382
C -1.7802 4.4146 -1.4631
C -2.9736 4.0000 -0.5964
C -4.0997 3.4625 -1.4934
C -3.5876 2.2501 -2.2837
C -2.3968 2.6659 -3.1514
C -3.1547 1.1438 -1.3120
C -2.5560 2.9063 0.3968
H -6.1987 -1.0054 3.8573
H -6.2239 -0.8677 2.0908
H -6.4364 0.5650 3.0964
H -4.2001 -0.3098 5.1404
H -2.1226 0.4797 6.3455
H -0.6250 0.7134 5.4283
H -1.2353 -0.9151 5.7320
H -0.6349 0.6779 3.0035
H -4.3059 0.0070 0.8878
H -0.4926 1.2298 -1.7853
H -0.0934 2.4970 -0.5930
H -0.4103 3.4597 -2.8349
H -2.0782 5.2036 -2.1618
H -0.9771 4.8185 -0.8335
H -3.3317 4.8609 -0.0290
H -4.4326 4.2437 -2.1868
H -4.9648 3.1772 -0.8830
H -4.3853 1.8586 -2.9160
H -2.6992 3.4450 -3.8587
H -2.0400 1.8091 -3.7370
H -2.7700 0.2841 -1.8700
H -4.0288 0.8106 -0.7524
H -3.4135 2.6511 1.0195
H -1.7604 3.2640 1.0638

=====

[5]
Formula: C5H14NO2
Source: the OMol25 dataset
Level of theory: wB97M-V/def2-TZVPD

## Properties
energy = -10993.3111 eV
net charge = 0
gap between HOMO and LUMO (spin up / spin down) = 11.2 / 7.0 eV
largest force on an atom = 5.02 eV/A
2S+1 = 2
energy above the lowest of the compared OMol25 structures with the same formula, charge and spin = 37.24 kcal per mole
lowest unoccupied orbital energy (spin up / spin down) = 0.9 / -3.0 eV

Cartesian coordinates (Å):
C -0.2607 0.1554 0.8704
N 0.5625 -0.4452 -0.1766
C 0.5469 -2.0166 0.0181
O 1.2575 -2.3534 1.1490
C -1.7429 0.5071 0.4323
C -1.7340 1.3722 -0.8380
C -0.6732 2.3807 -1.0553
H 0.2405 1.0644 1.2175
H -0.5203 -0.5667 1.6727
H 1.4589 -0.3051 0.0611
H 1.0765 -2.4428 -0.8918
H -0.5427 -2.2967 -0.1474
H -2.4149 -0.3698 0.2657
H -2.2867 0.8337 1.3283
H -2.6297 1.9473 -0.8567
H -1.6701 0.7386 -1.7494
H -0.8852 2.9260 -1.9678
H -0.6261 3.1060 -0.2682
H 0.2690 1.8844 -1.2128
H 4.2123 -2.3343 0.9698
H 2.6881 -2.0337 0.7635
O 3.6742 -1.7515 0.4158

=====

[6]
Formula: C29H26Cl3N7STc
Source: the OMol25 dataset
Level of theory: wB97M-V/def2-TZVPD

## Properties
energy = -91512.6146 eV
net charge = +2
gap between HOMO and LUMO (spin up / spin down) = 7.3 / 6.7 eV
largest force on an atom = 0.51 eV/A
2S+1 = 2
energy above the lowest of the compared OMol25 structures with the same formula, charge and spin = 0.00 kcal per mole
lowest unoccupied orbital energy (spin up / spin down) = -5.9 / -6.0 eV

Cartesian coordinates (Å):
Tc -0.4231 -1.5361 0.1535
C 3.8748 1.8413 2.6616
C 3.0913 1.1595 3.7614
N 1.8214 0.4586 3.4139
C 1.3997 -0.1529 2.3240
S 0.3673 -1.5105 2.4449
N 1.7564 0.3153 1.0679
N 1.3925 -0.6265 0.0544
C 2.3606 -1.0380 -0.6958
C 3.7318 -0.4529 -0.6957
C 1.9808 -2.2291 -1.4564
C 2.7545 -2.7814 -2.4693
C 2.3401 -3.9523 -3.0747
C 1.1560 -4.5388 -2.6531
C 0.4265 -3.9288 -1.6523
N 0.8174 -2.8008 -1.0445
H 4.8013 2.1984 3.1107
H 3.3504 2.6969 2.2473
H 4.1459 1.1589 1.8573
H 2.8132 1.8845 4.5244
H 3.7129 0.4011 4.2418
H 1.3714 0.0874 4.2416
H 3.6909 0.6338 -0.6426
H 4.2858 -0.7352 -1.5858
H 4.2879 -0.8177 0.1712
H 3.6658 -2.2963 -2.7854
H 2.9279 -4.3985 -3.8649
H 0.7946 -5.4567 -3.0943
H -0.5158 -4.3429 -1.3296
N -1.8165 0.0358 0.8406
C -3.1952 -0.4313 0.8155
C -4.2623 0.4028 0.9780
C -5.5739 -0.1169 1.0177
C -5.7829 -1.4630 0.9365
C -4.6901 -2.3488 0.7815
C -4.8344 -3.7551 0.7517
C -3.7239 -4.5386 0.6429
C -2.4686 -3.9226 0.4988
N -2.2904 -2.6187 0.4786
C -3.3894 -1.8213 0.6794
H -1.7133 0.8454 0.2321
H -1.5895 0.3622 1.7783
H -4.1041 1.4684 1.0953
H -6.4082 0.5594 1.1396
H -6.7830 -1.8715 0.9993
H -5.8214 -4.1920 0.8362
H -3.7858 -5.6169 0.6511
H -1.5813 -4.5350 0.4059
C 1.5583 1.6193 0.7264
C 1.3819 2.7692 0.4259
C 1.1860 4.1527 0.0999
C 0.0561 4.8275 0.5664
C -0.1200 6.1669 0.2655
C 0.8222 6.8357 -0.5050
C 1.9462 6.1677 -0.9724
C 2.1338 4.8302 -0.6692
H -0.6710 4.3012 1.1713
H -0.9910 6.6920 0.6331
H 0.6817 7.8823 -0.7389
H 2.6801 6.6925 -1.5686
H 3.0120 4.3057 -1.0221
Cl -2.9079 0.5011 -4.4231
C -1.4090 -0.4027 -4.2654
Cl -1.5079 -1.9637 -5.0841
Cl -0.0340 0.5331 -4.8593
C -1.1812 -0.6848 -2.8404
N -1.0025 -0.9086 -1.7306

=====

[7]
Formula: C45H81ClIN2O16P
Source: the OMol25 dataset
Level of theory: wB97M-V/def2-TZVPD

## Properties
energy = -113612.1415 eV
net charge = 0
SMILES = CCCCCc1c(CC(=O)Cl)c(OC#N)c(C[C@@H](C)I)c2c1C(=O)N(P(C)C)C2=O.COCCOCCOC.COCCOCCOC.COCCOCCOC.COCCOCCOC
gap between HOMO and LUMO = 6.1 eV
largest force on an atom = 6.42 eV/A
lowest unoccupied orbital energy = -1.5 eV

Cartesian coordinates (Å):
C 3.1564 -3.5403 0.5579
C 2.5231 -3.6781 -0.9309
C 2.2453 -2.2476 -1.6332
C 0.7804 -2.1684 -2.3643
C 0.1417 -0.6645 -2.3434
C -1.3864 -0.6147 -1.8853
C -2.5698 -0.0337 -2.7742
C -2.2530 0.5594 -4.2505
C -1.5917 2.0200 -3.9745
O -0.3409 2.2057 -3.9124
Cl -2.6259 3.5453 -3.7710
C -4.0584 0.0012 -2.2435
O -5.1508 0.5483 -3.0437
C -5.2987 1.8901 -2.5484
N -5.6412 2.9161 -1.9978
C -4.4444 -0.5231 -0.7933
C -5.9291 -0.5143 -0.2068
C -6.8810 -1.7064 -0.7271
C -6.4601 -2.3509 -2.1346
I -7.1082 -3.3463 0.7409
C -3.2703 -1.0571 0.0587
C -1.7888 -1.1162 -0.4776
C -0.9446 -1.7327 0.7393
O 0.0788 -2.4512 0.7702
N -1.7659 -1.2616 1.9198
P -1.7765 0.5250 1.5464
C -2.8725 1.4697 2.7697
C 0.0404 1.1209 1.6425
C -3.1861 -1.6319 1.5545
O -4.0030 -2.2640 2.2603
H 3.0177 -2.4662 0.9527
H 4.2488 -3.8790 0.5893
H 2.5455 -4.2412 1.2510
H 1.5170 -4.2109 -0.8167
H 3.2050 -4.3267 -1.5867
H 3.0704 -2.1215 -2.4355
H 2.4150 -1.4181 -0.8640
H 0.9791 -2.4326 -3.4680
H 0.0454 -2.8711 -1.8422
H 0.3398 -0.1539 -3.3462
H 0.7523 -0.0881 -1.5401
H -3.2545 0.7681 -4.7690
H -1.5571 -0.1314 -4.8421
H -6.4254 0.4947 -0.4403
H -5.8386 -0.5961 0.9468
H -7.9485 -1.2790 -0.8683
H -5.4209 -2.8424 -2.1347
H -6.5398 -1.5693 -2.9774
H -7.2001 -3.1941 -2.4321
H -2.1802 1.8557 3.6120
H -3.2663 2.4064 2.2132
H -3.7651 0.8650 3.1493
H 0.1742 2.2165 1.3503
H 0.7312 0.5045 0.9558
H 0.3808 0.8974 2.7285
C 3.5408 0.7211 -3.9712
O 3.7676 -0.0205 -5.1560
C 3.2085 0.5861 -6.3153
C 4.1343 0.4252 -7.5194
O 5.3220 1.2192 -7.4687
C 6.2985 0.8629 -6.4864
C 6.9970 -0.4711 -6.7350
O 6.1202 -1.5635 -6.4767
C 6.2768 -2.6317 -7.3933
H 2.5069 0.5858 -3.6373
H 4.2166 0.3460 -3.2004
H 3.7578 1.7835 -4.1203
H 3.0184 1.6532 -6.1506
H 2.2556 0.0889 -6.5194
H 3.5901 0.7758 -8.4021
H 4.3724 -0.6209 -7.7072
H 5.8769 0.9206 -5.4823
H 7.0581 1.6496 -6.5391
H 7.8484 -0.5686 -6.0539
H 7.3634 -0.4949 -7.7663
H 6.2890 -2.2686 -8.4272
H 5.4181 -3.2998 -7.2835
H 7.1905 -3.1868 -7.1760
C 0.8175 4.9712 7.6942
O 0.2246 3.7386 8.0597
C 0.0320 3.6004 9.4629
C -1.2924 2.9039 9.7693
O -2.4556 3.6959 9.5160
C -2.7572 3.9854 8.1486
C -3.1902 2.7786 7.3208
O -2.0859 1.9204 7.0517
C -2.4234 0.5454 7.1030
H 1.8897 4.9530 7.9162
H 0.6782 5.1086 6.6204
H 0.3391 5.8114 8.2074
H 0.0462 4.5765 9.9621
H 0.8586 2.9978 9.8502
H -1.3137 2.6952 10.8436
H -1.3632 1.9373 9.2725
H -1.9372 4.5288 7.6778
H -3.5999 4.6835 8.1827
H -3.5805 3.1198 6.3565
H -3.9828 2.2453 7.8554
H -2.9958 0.3107 8.0074
H -1.4944 -0.0303 7.1366
H -2.9871 0.2610 6.2132
C -2.3453 -4.7171 0.3602
O -2.6348 -6.0904 0.1885
C -3.8788 -6.3280 -0.4581
C -3.7743 -7.5046 -1.4259
O -3.0148 -7.2382 -2.6081
C -1.6053 -7.0573 -2.4459
C -0.8432 -8.3140 -2.0346
O -1.1075 -8.6507 -0.6763
C -1.2135 -10.0459 -0.4591
H -2.9380 -4.3095 1.1846
H -1.2852 -4.6226 0.6019
H -2.5348 -4.1514 -0.5588
H -4.2160 -5.4414 -1.0087
H -4.6145 -6.5576 0.3180
H -4.7856 -7.7327 -1.7774
H -3.4176 -8.4050 -0.9278
H -1.3965 -6.2186 -1.7806
H -1.2397 -6.7564 -3.4332
H 0.2327 -8.1321 -2.1217
H -1.1197 -9.1341 -2.7051
H -1.8722 -10.5137 -1.1996
H -1.6566 -10.2015 0.5283
H -0.2262 -10.5096 -0.4839
C 1.0473 5.1332 -0.7662
O 2.3367 5.3106 -0.2081
C 3.1334 6.2517 -0.9178
C 3.9626 7.1024 0.0422
O 3.2096 8.0537 0.7987
C 2.3227 7.5355 1.7937
C 3.0134 6.8800 2.9865
O 3.5795 5.6245 2.6233
C 4.8297 5.3778 3.2412
H 1.1102 4.5144 -1.6674
H 0.4252 4.6246 -0.0273
H 0.5780 6.0942 -0.9989
H 2.5114 6.9117 -1.5340
H 3.8015 5.6875 -1.5748
H 4.6565 7.6969 -0.5604
H 4.5803 6.4866 0.6946
H 1.5772 6.8788 1.3439
H 1.7715 8.4049 2.1667
H 2.2772 6.6899 3.7741
H 3.7788 7.5605 3.3733
H 5.4962 6.2425 3.1470
H 5.3003 4.5353 2.7272
H 4.6890 5.1207 4.2921

=====

[8]
Formula: C12H10N5O4
Source: the OMol25 dataset
Level of theory: wB97M-V/def2-TZVPD

## Properties
energy = -28242.7291 eV
net charge = -1
gap between HOMO and LUMO = 6.3 eV
largest force on an atom = 2.65 eV/A
energy above the lowest of the compared OMol25 structures with the same formula, charge and spin = 6.83 kcal per mole
lowest unoccupied orbital energy = 2.6 eV

Cartesian coordinates (Å):
C 4.4130 0.5350 -3.2265
O 3.4815 -0.5638 -3.3048
C 2.5860 -0.7003 -2.2949
C 1.5848 -1.6912 -2.4989
C 0.4507 -1.7127 -1.7235
C 0.3172 -0.8331 -0.5837
O -0.7293 -0.8339 0.1583
C 1.4168 0.0667 -0.3468
C 2.5552 0.0926 -1.1231
H 4.9995 0.4373 -4.1377
H 3.8972 1.5054 -3.2113
H 5.0624 0.4417 -2.3441
H 1.7435 -2.3659 -3.3393
H -0.3411 -2.4323 -1.9239
H 1.3458 0.7021 0.5297
H 3.3808 0.7709 -0.8675
O 0.8184 0.2328 2.5367
N -0.1918 -0.2291 3.1187
C -1.4756 0.0367 2.5502
C -1.4940 0.6021 1.2539
N -2.7616 0.9050 0.7945
N -3.0349 1.4664 -0.4246
N -4.3277 1.6837 -0.4550
N -4.9349 1.3089 0.7144
C -3.9480 0.8187 1.5067
C -3.8959 0.2458 2.7999
C -2.6795 -0.2242 3.2669
O -0.1220 -0.8726 4.1945
H -0.6740 1.2411 0.8748
H -4.8448 0.1793 3.3195
H -2.5978 -0.8131 4.1869

=====

[9]
Formula: CH5N3S2
Source: the OMol25 dataset
Level of theory: wB97M-V/def2-TZVPD

## Properties
energy = -27254.6863 eV
net charge = 0
gap between HOMO and LUMO (spin up / spin down) = 8.0 / 8.0 eV
largest force on an atom = 3.81 eV/A
energy above the lowest of the compared OMol25 structures with the same formula, charge and spin = 79.07 kcal per mole
lowest unoccupied orbital energy (spin up / spin down) = 0.3 / 0.3 eV

Cartesian coordinates (Å):
C 0.1129 -1.0684 0.0011
N -1.5859 0.6268 0.3513
N -0.0037 -0.1347 -1.0654
N -1.2509 0.4133 -0.9661
S 1.4317 1.3484 1.5375
S -0.5468 0.1905 1.4297
H -0.6532 -1.8362 -0.0591
H 1.0823 -1.4896 0.1058
H 0.8064 0.6626 -0.8872
H -1.5426 1.0836 -1.7015
H 2.1499 0.2037 1.2539